*A*
Here is a 10-piece molecular cluster, C30H80O10 overall from OMol25. Energies are from ωB97M-V with the def2-TZVPD basis set.

The geometry in XYZ format:
```
120
C30H80O10 | OMol25 | ωB97M-V with the def2-TZVPD basis set
O -1.371 -0.895 -0.472
O 1.694 0.784 -3.299
O 4.107 -1.233 1.903
O -1.171 0.754 -2.972
O -0.509 -3.662 -1.563
O 2.441 1.887 -0.784
O -2.498 -4.306 0.377
O -0.227 6.508 1.119
O -3.216 -2.469 2.434
O 1.359 1.993 4.232
C 4.821 -0.136 3.933
C 1.809 -0.680 -3.609
C -1.094 -6.245 0.379
C -1.018 -3.549 -2.917
C -2.439 -3.089 -2.828
C -5.058 -2.585 0.944
C -0.489 -0.098 0.366
C 3.659 -0.506 3.024
C 3.095 -1.202 -2.958
C 0.348 7.152 -1.136
C -3.037 1.432 -4.546
C 2.599 -1.294 3.833
C -2.258 -5.555 2.434
C -2.841 2.227 -2.167
C -1.303 0.347 1.612
C 1.975 4.187 3.574
C 0.750 -0.834 0.804
C 0.857 3.338 4.208
C -0.984 -4.937 -3.628
C -2.086 1.793 -3.354
C 4.200 2.454 0.792
C -0.407 3.509 3.350
C -0.066 4.828 -0.511
C 1.622 -0.872 -5.123
C -5.189 -1.337 3.117
C 3.736 2.454 -0.684
C 4.842 1.665 -1.432
C -2.387 -5.686 0.949
C -4.313 -1.730 1.953
C 0.499 6.152 -0.005
H -0.598 4.606 3.230
H -3.092 -5.035 2.854
H -1.581 -4.873 -4.567
H -0.720 7.419 -1.318
H 3.901 -0.684 -3.486
H 3.049 -1.051 -1.908
H 1.934 4.010 2.496
H 4.474 0.466 4.725
H 2.241 1.742 -1.712
H -2.247 2.747 -1.436
H -3.197 2.375 -5.090
H 1.541 6.038 0.182
H 4.933 0.667 -1.010
H 3.168 -2.057 4.350
H 3.420 2.723 1.517
H 5.141 -1.058 4.411
H -5.885 -1.967 0.528
H 0.247 -4.205 -1.411
H 4.325 -2.084 2.261
H 5.663 0.270 3.341
H 1.380 -0.234 1.406
H -2.246 0.753 1.379
H 1.928 -1.812 -5.457
H -4.045 -0.750 1.496
H -2.075 -6.527 2.989
H 3.160 0.400 2.625
H -0.287 -5.630 0.750
H 0.058 3.931 0.107
H 0.641 3.608 5.256
H 0.883 8.080 -0.891
H 5.812 2.138 -1.304
H -2.897 -3.042 1.690
H -1.409 -5.682 -2.912
H -0.255 0.744 -0.273
H -2.591 0.778 -5.295
H -1.546 -0.513 2.241
H -3.374 1.375 -1.676
H 5.095 3.026 0.965
H -5.806 -2.164 3.464
H -1.411 2.568 -3.693
H 1.529 1.832 3.309
H 4.748 1.576 -2.533
H 0.415 4.588 -1.464
H 3.318 -2.237 -3.193
H -0.753 1.057 2.258
H -0.008 -5.137 -4.028
H -1.320 -6.291 -0.711
H -1.122 4.994 -0.789
H 2.006 -0.767 4.565
H -0.320 7.488 1.161
H 0.410 -1.690 1.394
H 1.929 -1.765 3.117
H -5.367 -3.433 1.496
H 2.134 -0.040 -5.610
H -4.450 -2.957 0.118
H 1.341 -1.259 0.003
H -0.278 3.075 2.365
H 0.723 0.968 -3.373
H -1.532 0.327 -2.170
H 3.778 3.499 -0.998
H -1.229 3.020 3.803
H -2.650 -2.170 -2.239
H -1.059 -1.830 -0.543
H -1.363 -5.006 2.493
H 2.950 3.847 3.805
H -3.135 -3.901 -2.556
H -4.071 1.160 -4.273
H -5.924 -0.577 2.844
H -1.788 -4.122 -0.285
H 1.850 5.238 3.904
H -3.302 -6.196 0.612
H -4.539 -1.035 3.954
H -3.701 2.824 -2.444
H -0.901 -7.244 0.701
H 0.861 6.771 -2.027
H -2.714 -2.827 -3.837
H -0.491 -2.833 -3.512
H 0.956 -1.208 -3.142
H 4.315 1.394 0.990
H 0.565 -0.790 -5.337
```

Computed properties:
- E_HOMO: -9.294 eV
- Frontier orbital gap: 9.7 eV
- Net charge: 0
- Structure (SMILES): CC(C)O.CC(C)O.CC(C)O.CC(C)O.CC(C)O.CC(C)O.CC(C)O.CC(C)O.CC(C)O.CC(C)O
- 2S+1: 1

*B*
Here is a 10-piece molecular cluster, C30H80O10 overall from OMol25. Energies are from ωB97M-V with the def2-TZVPD basis set.

The geometry in XYZ format:
```
120
C30H80O10 | OMol25 | ωB97M-V with the def2-TZVPD basis set
O -26.898 -23.725 -12.415
O -27.275 -20.782 -12.822
O -21.676 -23.823 -19.787
O -16.114 -20.129 -11.950
O -21.130 -20.515 -12.275
O -22.875 -27.832 -15.210
O -26.922 -23.890 -17.898
O -18.478 -20.645 -13.392
O -27.507 -16.964 -15.616
O -22.191 -21.326 -9.848
C -21.190 -22.417 -17.849
C -26.782 -18.807 -11.559
C -21.977 -20.931 -13.333
C -24.899 -23.937 -11.146
C -16.222 -20.551 -10.575
C -18.016 -21.403 -14.490
C -21.635 -25.850 -14.838
C -21.628 -27.347 -14.766
C -17.171 -20.502 -15.446
C -25.449 -18.282 -15.290
C -26.129 -17.117 -16.029
C -20.112 -20.696 -8.608
C -19.797 -24.486 -18.518
C -25.550 -24.076 -12.496
C -26.096 -17.145 -17.554
C -14.857 -21.024 -10.126
C -21.820 -22.414 -13.713
C -17.195 -22.603 -14.049
C -25.922 -22.393 -16.436
C -28.460 -20.498 -10.866
C -17.283 -21.659 -10.483
C -20.507 -23.036 -9.718
C -20.506 -28.003 -15.443
C -28.209 -21.883 -17.422
C -23.371 -20.490 -13.069
C -21.191 -23.826 -18.481
C -21.141 -21.804 -8.984
C -27.268 -22.950 -16.897
C -27.133 -20.291 -11.508
C -25.376 -25.451 -13.027
H -25.736 -18.643 -11.817
H -18.310 -21.415 -10.754
H -27.907 -20.211 -13.265
H -27.573 -21.372 -18.144
H -28.630 -21.149 -16.734
H -25.022 -22.944 -10.715
H -24.386 -18.043 -15.292
H -21.599 -20.297 -14.135
H -23.994 -20.766 -13.919
H -16.214 -20.234 -14.999
H -19.562 -27.540 -15.157
H -19.647 -20.289 -9.506
H -26.349 -20.898 -11.056
H -25.713 -18.361 -14.235
H -16.935 -21.005 -16.384
H -16.231 -22.221 -13.712
H -19.577 -25.037 -17.604
H -21.872 -24.429 -17.881
H -22.227 -23.016 -12.901
H -17.067 -23.350 -14.833
H -26.562 -16.283 -18.033
H -19.615 -23.460 -9.257
H -25.361 -25.429 -14.117
H -27.731 -23.493 -16.073
H -17.632 -23.069 -13.166
H -25.110 -17.182 -18.018
H -14.113 -20.293 -10.443
H -18.901 -21.768 -15.012
H -21.818 -21.081 -10.698
H -25.238 -23.186 -16.133
H -23.411 -19.405 -12.964
H -20.874 -22.328 -16.810
H -19.047 -23.790 -18.893
H -20.781 -25.383 -14.348
H -25.595 -19.277 -15.710
H -20.190 -22.759 -10.724
H -19.853 -25.396 -19.116
H -25.312 -21.891 -17.187
H -22.914 -28.791 -15.228
H -22.537 -25.440 -14.382
H -24.348 -25.728 -12.794
H -26.137 -23.629 -18.385
H -26.129 -26.129 -12.625
H -23.826 -24.123 -11.205
H -28.728 -21.554 -10.877
H -21.527 -27.569 -13.704
H -26.021 -21.718 -15.586
H -20.663 -19.895 -8.115
H -22.187 -22.012 -18.024
H -17.294 -22.049 -9.465
H -17.738 -19.631 -15.776
H -20.522 -21.769 -18.416
H -19.337 -21.042 -7.924
H -20.605 -29.064 -15.212
H -26.688 -18.505 -10.515
H -21.633 -25.560 -15.888
H -16.622 -19.655 -10.100
H -29.262 -19.958 -11.369
H -29.033 -22.324 -17.983
H -17.665 -20.457 -12.918
H -25.327 -24.652 -10.443
H -26.559 -18.036 -17.978
H -22.378 -22.667 -14.614
H -21.889 -24.732 -20.013
H -25.697 -16.171 -15.704
H -15.541 -19.358 -11.952
H -23.707 -21.062 -12.204
H -21.280 -23.800 -9.797
H -27.421 -18.168 -12.168
H -20.219 -20.440 -12.568
H -14.725 -21.272 -9.073
H -20.762 -22.608 -13.893
H -28.503 -20.132 -9.840
H -14.556 -21.885 -10.723
H -25.153 -23.449 -13.295
H -27.851 -16.130 -15.945
H -21.666 -22.149 -8.093
H -26.969 -22.769 -12.475
H -16.999 -22.503 -11.112
H -20.603 -27.933 -16.526
```

Computed properties:
- E_HOMO: -9.477 eV
- Frontier orbital gap: 9.9 eV
- Net charge: 0
- Structure (SMILES): CC(C)O.CC(C)O.CC(C)O.CC(C)O.CC(C)O.CC(C)O.CC(C)O.CC(C)O.CC(C)O.CC(C)O
- 2S+1: 1

Consider the structures shown above. The most stable of them is *B*.